[1]
Here is a cluster of 8 separate species, C47H71FN3O10P in total from the Open Molecules 2025 dataset. Energies are from ωB97M-V/def2-TZVPD.

Output
LUMO energy, Ha: -0.0145
Largest force on an atom, hartree/bohr: 0.04535
Gap between HOMO and LUMO, eV: 7.287
SMILES string: C#Cc1c(N=C(C)C)c(-c2ccccn2)c2c(c1P(C)O)C(=O)N(F)C2=O.C1CCOC1.C1CCOC1.C1CCOC1.C1CCOC1.C1CCOC1.C1CCOC1.C1CCOC1

Each line ends with the Löwdin charge.
Geometry (Å):
C  -0.7413  -2.4560  2.2816  0.147
C  -0.3998  -1.4295  2.8033  -0.106
C  -0.0279  -0.0831  3.1656  -0.165
C  -0.9942  0.7985  3.6726  -0.162
N  -2.3025  0.3946  3.8805  0.167
C  -2.9872  -0.0739  2.9038  -0.347
C  -2.9185  0.4570  1.5023  0.002
C  -3.9311  -1.2205  3.1717  -0.024
C  -0.6209  2.1210  4.0121  -0.030
C  -1.6046  3.0779  4.5885  -0.230
C  -1.8873  4.2785  3.9539  -0.025
C  -2.8045  5.1819  4.4647  -0.050
C  -3.4040  4.8317  5.6730  -0.065
C  -3.0345  3.6250  6.2493  -0.147
N  -2.1820  2.7420  5.7490  0.136
C  0.6878  2.4982  3.7899  -0.024
C  1.6451  1.5978  3.2741  -0.083
C  1.3133  0.2809  2.9721  -0.224
P  2.5267  -0.9692  2.3662  0.947
C  2.2434  -0.8463  0.5418  -0.221
O  4.0622  -0.4361  2.6517  -0.306
C  2.9242  2.3556  3.1503  -0.316
O  3.8339  2.2737  2.3874  0.144
N  2.8254  3.4037  4.1860  0.053
F  2.8861  2.7854  5.4492  0.006
C  1.4120  3.8024  4.0306  -0.301
O  1.0434  4.9303  4.0291  0.179
H  -0.9822  -3.3308  1.7258  0.044
H  -2.0629  1.1080  1.3234  0.083
H  -3.8431  0.9690  1.2249  0.085
H  -2.8281  -0.3957  0.8201  0.088
H  -4.1715  -1.7726  2.2684  0.058
H  -3.4378  -1.8977  3.8673  0.081
H  -4.8581  -0.8956  3.6523  0.086
H  -1.3713  4.5127  3.0302  0.117
H  -3.0240  6.1152  3.9663  0.107
H  -4.1311  5.4805  6.1413  0.099
H  -3.4832  3.3701  7.2069  0.104
H  1.8364  0.1250  0.2655  0.024
H  3.1732  -1.0942  0.0352  0.039
H  1.4907  -1.6054  0.3312  0.037
H  4.4072  -0.0146  1.8529  0.044
C  0.9584  1.9920  -3.5419  -0.169
C  -0.0992  1.1965  -4.2984  -0.174
C  0.0492  -0.1843  -3.6755  -0.204
O  0.4721  0.0190  -2.3244  -0.149
C  0.8641  1.3851  -2.1496  -0.212
H  0.7884  3.0676  -3.5468  0.112
H  1.9453  1.8007  -3.9693  0.115
H  -1.0923  1.6003  -4.0860  0.111
H  0.0418  1.1915  -5.3783  0.110
H  0.8158  -0.7726  -4.1914  0.118
H  -0.8826  -0.7519  -3.6785  0.111
H  0.0970  1.8868  -1.5486  0.119
H  1.8095  1.4248  -1.6078  0.106
C  6.4437  -4.0270  0.8126  -0.162
C  5.5424  -4.4859  -0.3276  -0.168
C  4.1588  -4.1923  0.2352  -0.194
O  4.3035  -3.0603  1.0989  -0.210
C  5.6942  -2.8091  1.3312  -0.208
H  7.4619  -3.7963  0.5015  0.110
H  6.4889  -4.7969  1.5869  0.114
H  5.7288  -3.8788  -1.2144  0.099
H  5.6749  -5.5323  -0.6001  0.114
H  3.7824  -5.0315  0.8305  0.118
H  3.4257  -3.9628  -0.5405  0.116
H  5.9798  -1.9055  0.7781  0.117
H  5.8541  -2.6280  2.3931  0.116
C  -8.2226  -1.9231  0.5292  -0.162
C  -7.5666  -2.1507  -0.8306  -0.165
C  -6.2012  -1.5145  -0.6218  -0.193
O  -5.8827  -1.6707  0.7636  -0.171
C  -7.0454  -2.0996  1.4789  -0.203
H  -9.0444  -2.6049  0.7426  0.113
H  -8.6029  -0.9000  0.5908  0.107
H  -7.4568  -3.2211  -1.0203  0.111
H  -8.1169  -1.7129  -1.6630  0.111
H  -6.2253  -0.4399  -0.8439  0.106
H  -5.4254  -1.9764  -1.2311  0.109
H  -6.9113  -3.1510  1.7552  0.121
H  -7.1466  -1.5126  2.3929  0.113
C  -5.7780  -1.7556  -5.8592  -0.168
C  -6.8174  -2.7654  -5.3840  -0.168
C  -6.0558  -3.5018  -4.2913  -0.201
O  -5.1404  -2.5583  -3.7258  -0.155
C  -5.0807  -1.3947  -4.5556  -0.203
H  -6.2038  -0.8901  -6.3646  0.112
H  -5.0743  -2.2371  -6.5419  0.115
H  -7.6768  -2.2425  -4.9572  0.111
H  -7.1786  -3.4287  -6.1682  0.112
H  -5.4787  -4.3367  -4.7022  0.119
H  -6.7083  -3.8860  -3.5059  0.108
H  -5.6005  -0.5776  -4.0414  0.113
H  -4.0384  -1.1063  -4.6968  0.113
C  9.4492  -4.3874  -4.2949  -0.171
C  9.3914  -2.8745  -4.1090  -0.170
C  7.9279  -2.6631  -3.7484  -0.201
O  7.5038  -3.8453  -3.0628  -0.159
C  8.4917  -4.8681  -3.2138  -0.206
H  10.4490  -4.8061  -4.1905  0.111
H  9.0680  -4.6569  -5.2826  0.113
H  10.0312  -2.5767  -3.2753  0.114
H  9.6958  -2.3102  -4.9890  0.111
H  7.3104  -2.5452  -4.6453  0.117
H  7.7712  -1.7969  -3.1044  0.118
H  9.0072  -4.9934  -2.2551  0.117
H  8.0013  -5.8084  -3.4681  0.117
C  -8.0729  2.9431  -0.0526  -0.167
C  -7.4058  2.7365  -1.4082  -0.171
C  -6.0356  3.3573  -1.1794  -0.202
O  -5.7316  3.1706  0.2073  -0.147
C  -6.9049  2.7400  0.9019  -0.204
H  -8.8995  2.2609  0.1424  0.109
H  -8.4499  3.9655  0.0227  0.114
H  -7.2981  1.6677  -1.6128  0.096
H  -7.9499  3.1881  -2.2364  0.112
H  -6.0453  4.4327  -1.3855  0.117
H  -5.2554  2.8961  -1.7864  0.114
H  -6.7814  1.6806  1.1588  0.109
H  -7.0085  3.3098  1.8257  0.118
C  6.5906  4.0038  1.9110  -0.170
C  7.9567  3.7348  2.5347  -0.169
C  8.5695  2.7700  1.5292  -0.210
O  8.0229  3.1100  0.2524  -0.147
C  6.9254  4.0120  0.4269  -0.204
H  6.1294  4.9316  2.2466  0.117
H  5.9090  3.1853  2.1376  0.082
H  8.5398  4.6586  2.5736  0.111
H  7.9068  3.3222  3.5412  0.112
H  8.2944  1.7339  1.7567  0.114
H  9.6576  2.8368  1.4844  0.113
H  7.2438  5.0072  0.0956  0.114
H  6.0905  3.6907  -0.1976  0.113

---

[2]
Here is a cluster of 15 separate species, C47H81N10O27S5 in total from the Open Molecules 2025 dataset. Energies are from ωB97M-V/def2-TZVPD.

Output
LUMO energy, Ha: -0.1071
Largest force on an atom, hartree/bohr: 0.08411
Gap between HOMO and LUMO, eV: 4.285
Charge: +1

Each line ends with the Löwdin charge.
Geometry (Å):
C  -18.1845  -50.1881  -8.1838  0.011
N  -17.1227  -49.4278  -7.5252  -0.027
C  -16.9937  -49.3246  -6.1524  0.038
C  -15.8806  -48.7535  -5.4988  0.052
C  -14.8305  -48.2486  -6.3363  -0.085
C  -14.9876  -48.2685  -7.7279  0.067
C  -16.1271  -48.9020  -8.2811  0.017
C  -13.5036  -47.7962  -5.7674  -0.143
C  -13.0797  -48.2578  -4.5501  0.020
C  -11.9178  -47.7861  -3.9385  0.039
N  -11.1773  -46.8608  -4.6301  -0.046
C  -11.6266  -46.3572  -5.8088  0.028
C  -12.7639  -46.8208  -6.4303  0.054
C  -9.9479  -46.3036  -4.1103  0.000
H  -19.1807  -49.7660  -8.0516  0.081
H  -18.1424  -51.1998  -7.7805  0.080
H  -18.0250  -50.3384  -9.2516  0.076
H  -17.7506  -49.8614  -5.5998  0.116
H  -15.7834  -48.7636  -4.4233  0.092
H  -14.3320  -47.8505  -8.4775  0.090
H  -16.1618  -49.0301  -9.3529  0.107
H  -13.6355  -48.9500  -3.9350  0.113
H  -11.5842  -48.0401  -2.9431  0.115
H  -10.9488  -45.6564  -6.2736  0.124
H  -13.2489  -46.4655  -7.3275  0.098
H  -9.0682  -46.8945  -4.3655  0.103
H  -10.0225  -46.3871  -3.0261  0.073
H  -9.8792  -45.2423  -4.3491  0.081
C  -12.0173  -44.3736  -10.3854  -0.089
C  -13.4471  -43.9917  -9.8526  -0.648
C  -14.4436  -43.6973  -10.9894  -0.101
O  -13.9997  -44.5687  -8.7008  -0.338
H  -11.9634  -45.3925  -10.7687  0.042
H  -11.3034  -44.2957  -9.5654  0.044
H  -11.6770  -43.7714  -11.2277  0.058
H  -13.1332  -42.9750  -9.6162  0.084
H  -15.3612  -43.2215  -10.6434  0.063
H  -14.7533  -44.5917  -11.5300  0.031
H  -13.9707  -43.0187  -11.6994  0.060
O  -20.8419  -49.0253  -6.4499  0.036
C  -21.1637  -48.1270  -5.7243  -0.652
N  -20.5407  -46.9646  -5.8584  0.174
C  -22.2117  -48.3047  -4.6897  0.009
H  -20.5136  -46.3171  -5.0837  0.101
H  -19.9571  -46.7349  -6.6500  0.106
H  -22.0268  -47.5808  -3.8960  0.081
H  -22.0843  -49.3202  -4.3146  0.090
H  -23.1969  -48.1748  -5.1375  0.096
O  -13.2467  -48.2713  -10.8050  -0.015
C  -14.3092  -47.8117  -11.2345  -0.607
N  -15.0440  -46.8983  -10.6198  0.201
C  -14.7308  -48.2721  -12.6201  0.012
H  -14.5867  -46.4141  -9.8604  0.070
H  -15.9818  -46.6995  -10.9377  0.101
H  -15.5750  -47.6906  -12.9906  0.068
H  -14.8967  -49.3420  -12.4946  0.066
H  -13.8811  -48.0164  -13.2532  0.095
O  -15.5871  -51.6107  -9.5051  -0.017
C  -14.5343  -51.9919  -10.0596  -0.560
N  -13.7016  -51.1145  -10.5465  0.200
C  -13.9461  -53.4304  -10.0405  0.013
H  -13.9134  -50.1274  -10.5781  0.065
H  -12.7676  -51.4125  -10.7895  0.120
H  -12.8943  -53.4992  -10.3184  0.073
H  -14.5329  -54.1063  -10.6624  0.069
H  -13.9716  -53.6543  -8.9740  0.083
O  -9.9977  -43.4843  -5.7243  -0.001
C  -9.3937  -42.4254  -5.6163  -0.579
N  -9.7433  -41.5491  -4.6908  0.168
C  -8.1153  -42.1345  -6.5049  0.025
H  -10.5647  -41.7921  -4.1557  0.121
H  -9.2199  -40.6970  -4.5488  0.110
H  -7.6456  -41.2235  -6.1338  0.066
H  -8.4174  -42.1312  -7.5522  0.083
H  -7.5077  -43.0262  -6.3509  0.071
O  -18.0689  -47.9755  -10.7647  0.034
C  -19.0984  -47.4313  -11.0393  -0.630
N  -19.3288  -47.1519  -12.3102  0.180
C  -20.1657  -47.2067  -10.0118  0.019
H  -18.5909  -47.4065  -12.9510  0.103
H  -20.1922  -46.9141  -12.7771  0.120
H  -20.5324  -48.1087  -9.5219  0.084
H  -21.0452  -46.7196  -10.4329  0.082
H  -19.6326  -46.5935  -9.2853  0.089
O  -8.3490  -47.2630  -6.8501  0.013
C  -7.6938  -46.6145  -7.6416  -0.611
N  -8.3247  -45.9348  -8.5771  0.178
C  -6.1610  -46.6234  -7.6301  0.007
H  -9.3136  -46.0940  -8.7064  0.117
H  -7.7205  -45.3863  -9.1723  0.107
H  -5.7096  -45.9749  -8.3810  0.070
H  -5.8154  -47.6099  -7.9391  0.087
H  -5.7321  -46.4311  -6.6467  0.058
N  -13.0982  -49.1816  -1.1792  0.055
C  -14.0495  -48.4564  -0.7089  -0.193
C  -14.8248  -48.9146  0.3895  -0.042
C  -14.4081  -50.0464  1.1084  -0.077
C  -13.2775  -50.7431  0.7197  -0.071
C  -12.6862  -50.3242  -0.4772  -0.084
H  -14.2483  -47.5423  -1.2486  0.087
H  -15.7168  -48.3963  0.7090  0.098
H  -14.8908  -50.3681  2.0194  0.104
H  -13.1021  -51.7389  1.0993  0.104
H  -11.8821  -50.9300  -0.8679  0.098
N  -16.0697  -45.6437  -4.6381  0.087
C  -14.8422  -45.4229  -4.0626  -0.099
C  -14.6863  -45.1688  -2.6635  -0.058
C  -15.8217  -45.2715  -1.8540  -0.088
C  -17.0538  -45.5176  -2.4180  -0.073
C  -17.1075  -45.6824  -3.7853  -0.165
H  -14.0346  -45.2724  -4.7637  0.094
H  -13.7477  -44.7587  -2.3209  0.090
H  -15.6408  -45.1539  -0.7958  0.105
H  -17.9468  -45.6950  -1.8372  0.106
H  -18.0185  -45.9928  -4.2752  0.084
C  -6.1820  -43.3571  -2.1208  -0.180
C  -7.5369  -44.0403  -2.2808  -0.221
O  -7.2551  -45.3758  -2.0780  -0.204
S  -5.8865  -45.8706  -2.8584  0.760
O  -6.1486  -45.9497  -4.2801  -0.241
O  -5.2302  -47.0011  -2.2383  -0.205
O  -5.2331  -44.3773  -2.3919  -0.203
H  -6.0608  -42.9911  -1.1013  0.128
H  -5.9917  -42.5119  -2.7823  0.130
H  -7.7554  -43.8517  -3.3319  0.108
H  -8.2746  -43.5035  -1.6843  0.142
C  -17.3597  -54.1930  -7.9798  -0.138
C  -18.8645  -54.2003  -8.1730  -0.154
O  -19.4578  -54.1860  -6.8725  -0.220
S  -18.4096  -53.8854  -5.6561  0.736
O  -18.8478  -54.5906  -4.4548  -0.229
O  -17.9998  -52.4910  -5.5613  -0.257
O  -17.2922  -54.6519  -6.6005  -0.232
H  -16.8486  -53.2408  -7.8377  0.099
H  -16.7372  -54.7352  -8.6917  0.139
H  -19.1732  -55.1849  -8.5243  0.140
H  -19.3451  -53.3650  -8.6824  0.115
C  -18.8730  -51.5494  -0.7610  -0.131
C  -18.9974  -52.1700  -2.1609  -0.178
O  -18.8194  -51.1110  -3.1050  -0.226
S  -18.0036  -49.8174  -2.4491  0.715
O  -18.4500  -48.5257  -2.9332  -0.236
O  -16.5664  -50.1979  -2.4568  -0.263
O  -18.6304  -50.1142  -0.9673  -0.204
H  -18.0372  -52.0255  -0.2483  0.123
H  -19.7047  -51.9106  -0.1561  0.130
H  -19.9011  -52.7688  -2.2751  0.135
H  -18.1664  -52.8654  -2.2798  0.121
C  -10.6199  -44.5380  2.1942  -0.177
C  -12.0740  -44.7085  2.3128  -0.212
O  -12.4942  -44.9655  1.0048  -0.212
S  -11.4832  -46.0208  0.2712  0.739
O  -11.4635  -45.9085  -1.1572  -0.233
O  -11.7330  -47.2894  0.9996  -0.240
O  -10.2645  -45.0984  0.9258  -0.211
H  -9.9740  -45.0146  2.9316  0.141
H  -10.3908  -43.4738  2.1389  0.135
H  -12.6205  -43.8061  2.5868  0.149
H  -12.1894  -45.5470  2.9995  0.134
C  -17.8838  -50.3184  -13.1162  -0.189
C  -18.4746  -51.2937  -14.1631  -0.123
O  -18.5785  -52.5110  -13.3688  -0.216
S  -17.6610  -52.5539  -11.9414  0.726
O  -16.7249  -53.6677  -12.0367  -0.235
O  -18.3889  -52.3897  -10.7160  -0.238
O  -16.9739  -51.1319  -12.3726  -0.220
H  -18.6742  -49.8993  -12.4936  0.108
H  -17.3801  -49.4786  -13.5947  0.119
H  -17.8094  -51.4104  -15.0187  0.132
H  -19.4732  -50.9440  -14.4250  0.131